Density functional theory data (ωB97M-V/def2-TZVPD) for 3 unconnected molecules or ions with the total composition C2H10N4O3.

Structure (SMILES): NC(N)=O.NC(N)=O.O
Maximum force, eV Å⁻¹: 0.49
ΔE to the lowest compared entry with this formula, charge and spin, eV: 0.0000
E_LUMO, eV: 0.187
Molecular weight, g mol⁻¹: 138.1
Total charge: 0

Structure (XYZ):
```
19
C2H10N4O3 | the OMol25 dataset | ωB97M-V/def2-TZVPD
N -22.44782 29.03983 14.26728
C -23.09524 29.47612 13.14663
N -24.36944 29.00744 12.99569
O -22.56108 30.23088 12.34079
H -21.50677 29.38065 14.35442
H -22.69683 28.19371 14.74510
H -24.89825 29.25216 12.18070
H -24.77741 28.39975 13.68153
N -21.17300 33.83304 10.98013
C -20.19214 33.70547 11.91086
N -20.12583 32.47033 12.51112
O -19.40999 34.60204 12.19171
H -21.79899 33.08924 10.69849
H -21.23255 34.71407 10.50487
H -19.53885 32.39276 13.31939
H -20.86666 31.80171 12.37491
O -23.21907 31.91693 10.22868
H -23.24848 31.33365 11.00537
H -23.75365 31.49302 9.55377
```

Results of the Löwdin charge analysis, in e, for atoms 1 through 4:
1 N 0.161
2 C -0.634
3 N 0.165
4 O 0.011



Density functional theory data (ωB97M-V/def2-TZVPD) for a single C2H10N8 molecule in a non-equilibrium geometry.

Structure (SMILES): Nc1cn(N)n(N)n(N)[nH]1
Maximum force, eV Å⁻¹: 6.09
ΔE to the lowest compared entry with this formula, charge and spin, eV: 1.2086
E_LUMO, eV: 0.774
Molecular weight, g mol⁻¹: 146.2
Total charge: 0

Structure (XYZ):
```
20
C2H10N8 | the OMol25 dataset | ωB97M-V/def2-TZVPD
N -2.65282 0.51087 0.98581
C -1.29889 0.37612 0.52772
C -0.55026 1.51719 0.22436
N 0.75533 0.92207 -0.77996
N 0.50190 0.53012 -2.06129
N 1.40805 -0.05759 -0.03135
N 2.34830 -0.72913 -0.88270
N 0.56239 -1.10832 0.59032
N 0.75111 -1.07400 1.97418
N -0.73962 -0.90464 0.18843
H -3.06927 1.44184 0.71104
H -3.15444 -0.26750 0.59389
H -0.50184 2.44236 0.74399
H 0.28308 1.32176 -2.71820
H -0.26450 -0.08100 -2.16185
H 1.77027 -1.20198 -1.62863
H 2.86680 0.09598 -1.28980
H 0.97452 -0.20119 2.38565
H 1.40552 -1.82410 2.34066
H -1.39566 -1.70888 0.28771
```

Results of the Löwdin charge analysis, in e, for atoms 1 through 4:
1 N 0.073
2 C -0.375
3 C 0.067
4 N -0.203



Density functional theory data (ωB97M-V/def2-TZVPD) for 2 unconnected molecules or ions with the total composition C2H10NO in a non-equilibrium geometry.

Maximum force, eV Å⁻¹: 2.85
ΔE to the lowest compared entry with this formula, charge and spin, eV: 0.8116
E_LUMO, eV: -3.820
Molecular weight, g mol⁻¹: 64.1
Total charge: +1

Structure (XYZ):
```
14
C2H10NO | the OMol25 dataset | ωB97M-V/def2-TZVPD
N -1.62220 1.20919 -1.41329
H -1.41969 1.67583 -2.30031
H -0.92831 0.40267 -1.00294
H -2.61429 0.88124 -1.39338
H -1.63555 1.97823 -0.65332
C 1.12928 -0.55962 0.19303
O -0.28002 -0.72532 -0.24352
C 1.20254 -0.24890 1.67676
H 1.58261 0.26699 -0.39670
H 1.68408 -1.48509 -0.15724
H -0.75146 -0.94723 0.54189
H 0.85512 -1.20194 2.20019
H 0.61695 0.68734 1.89461
H 2.21514 -0.06870 1.88966
```

Results of the Löwdin charge analysis, in e, for atoms 1 through 4:
1 N 0.225
2 H 0.137
3 H 0.103
4 H 0.152



Density functional theory data (ωB97M-V/def2-TZVPD) for 2 unconnected molecules or ions with the total composition C2H10NO.

Maximum force, eV Å⁻¹: 0.87
ΔE to the lowest compared entry with this formula, charge and spin, eV: 0.3725
E_LUMO, eV: -3.670
Molecular weight, g mol⁻¹: 64.1
Total charge: +1

Structure (XYZ):
```
14
C2H10NO | the OMol25 dataset | ωB97M-V/def2-TZVPD
N -1.89330 0.62821 -1.43983
H -1.65971 1.38987 -2.06803
H -1.05877 0.56365 -0.70750
H -2.06518 -0.24083 -1.94309
H -2.73898 0.87664 -0.91392
C 0.44253 -0.67109 0.77959
O -0.06908 0.64000 0.37496
C 1.94302 -0.74453 0.64791
H -0.06094 -1.39357 0.13524
H 0.15826 -0.80771 1.82150
H 0.57407 1.31714 0.62345
H 2.42588 -0.11037 1.39197
H 2.25475 -0.38379 -0.32423
H 2.27840 -1.76181 0.78805
```

Results of the Löwdin charge analysis, in e, for atoms 1 through 4:
1 N 0.271
2 H 0.142
3 H 0.079
4 H 0.144



Density functional theory data (ωB97M-V/def2-TZVPD) for 2 unconnected molecules or ions with the total composition C2H10NO in a non-equilibrium geometry.

Maximum force, eV Å⁻¹: 1.54
ΔE to the lowest compared entry with this formula, charge and spin, eV: 1.8072
Spin multiplicity: 2
E_LUMO (alpha / beta), eV: -9.684 / -17.532
Molecular weight, g mol⁻¹: 64.1
Total charge: +2

Structure (XYZ):
```
14
C2H10NO | the OMol25 dataset | ωB97M-V/def2-TZVPD
C 0.03096 -1.67521 0.62337
N -0.32229 -0.40067 -0.05506
C -0.15062 -0.53328 -1.54810
H -0.31442 -2.51554 0.00640
H 1.09177 -1.71738 0.82239
H -0.55534 -1.87004 1.52269
H 0.21320 0.40016 0.31743
H -1.30381 -0.15217 0.08490
H 0.88344 -0.78867 -1.79735
H -0.26687 0.44564 -2.01692
H -0.81896 -1.30486 -1.91997
H 0.99827 2.43663 1.64646
H 0.36867 3.12655 0.35234
O 0.34946 2.26719 0.89028
```

Results of the Löwdin charge analysis, in e, for atoms 1 through 4:
1 C 0.016
2 N -0.048
3 C 0.022
4 H 0.126



Density functional theory data (ωB97M-V/def2-TZVPD) for 2 unconnected molecules or ions with the total composition C2H10NO2 in a non-equilibrium geometry.

Maximum force, eV Å⁻¹: 3.89
ΔE to the lowest compared entry with this formula, charge and spin, eV: 1.2340
E_LUMO, eV: -3.615
Molecular weight, g mol⁻¹: 80.1
Total charge: +1

Structure (XYZ):
```
15
C2H10NO2 | the OMol25 dataset | ωB97M-V/def2-TZVPD
C 1.01646 -0.98648 0.62255
O 0.93414 -2.05645 1.54384
C -0.22156 -0.66577 -0.14927
N 0.17602 0.50526 -1.21031
H 1.68506 -1.34514 -0.20381
H 1.54942 -0.24678 1.22162
H 0.08346 -2.50403 1.47650
H -0.67804 -1.48120 -0.67866
H -1.01144 -0.31175 0.52278
H 0.98888 0.22522 -1.74306
H 0.14622 1.32706 -0.60173
H -0.61825 0.60470 -1.84576
H -2.44863 2.79849 -0.47188
H -1.15387 3.09671 0.20398
O -1.50689 2.59412 -0.55505
```

Results of the Löwdin charge analysis, in e, for atoms 1 through 4:
1 C -0.276
2 O -0.023
3 C -0.075
4 N 0.211



Density functional theory data (ωB97M-V/def2-TZVPD) for 2 unconnected molecules or ions with the total composition C2H10NO2 in a non-equilibrium geometry.

Maximum force, eV Å⁻¹: 4.12
ΔE to the lowest compared entry with this formula, charge and spin, eV: 2.1602
E_LUMO, eV: -3.627
Molecular weight, g mol⁻¹: 80.1
Total charge: +1

Structure (XYZ):
```
15
C2H10NO2 | the OMol25 dataset | ωB97M-V/def2-TZVPD
C -1.71643 -0.53419 0.57227
O -0.41458 -0.99378 0.58027
C -1.49748 0.41620 -0.77193
N -0.09355 0.85805 -1.17150
H -1.87926 0.12733 1.43147
H -2.46137 -1.31058 0.27265
H -0.09639 -1.53919 1.29857
H -1.78573 -0.21502 -1.60951
H -2.05102 1.51910 -0.58885
H 0.33561 0.62101 -2.13906
H 0.60292 0.30953 -0.48365
H 0.14716 1.88334 -1.21552
H 3.59281 -0.77838 2.02174
H 3.97607 0.09127 0.66841
O 3.34121 -0.45469 1.13465
```

Results of the Löwdin charge analysis, in e, for atoms 1 through 4:
1 C -0.170
2 O -0.108
3 C -0.091
4 N 0.100



Density functional theory data (ωB97M-V/def2-TZVPD) for 3 unconnected molecules or ions with the total composition C2H10NO2 in a non-equilibrium geometry.

Maximum force, eV Å⁻¹: 4.52
ΔE to the lowest compared entry with this formula, charge and spin, eV: 1.6690
E_LUMO, eV: -3.494
Molecular weight, g mol⁻¹: 80.1
Total charge: +1

Structure (XYZ):
```
15
C2H10NO2 | the OMol25 dataset | ωB97M-V/def2-TZVPD
C 0.06126 -0.34495 -0.12758
C 0.37895 -1.64712 0.07245
N -1.23433 0.40330 -0.14110
H 0.96654 0.33318 -0.24366
H 1.40785 -1.97856 -0.21601
H -0.38117 -2.42597 0.20816
H -1.42822 0.73150 0.78523
H -1.18013 1.05587 -0.88968
H -2.03888 -0.22269 -0.51329
H 4.24144 -0.16110 -2.38861
H 4.85519 1.13440 -1.73074
O 4.28582 0.37633 -1.53304
H -3.92508 1.37772 2.05815
H -2.91569 0.42565 2.76360
O -3.09356 0.94244 1.89611
```

Results of the Löwdin charge analysis, in e, for atoms 1 through 4:
1 C -0.147
2 C 0.073
3 N 0.194
4 H 0.138



Density functional theory data (ωB97M-V/def2-TZVPD) for 3 unconnected molecules or ions with the total composition C2H10NO2S in a non-equilibrium geometry.

Maximum force, eV Å⁻¹: 4.41
ΔE to the lowest compared entry with this formula, charge and spin, eV: 1.1982
E_LUMO, eV: 3.926
Molecular weight, g mol⁻¹: 112.2
Total charge: -1

Structure (XYZ):
```
16
C2H10NO2S | the OMol25 dataset | ωB97M-V/def2-TZVPD
C -0.62365 -0.03055 0.14169
C 0.08723 1.32178 0.61970
S -0.18114 1.62936 2.33398
N -0.02750 -1.17718 0.96716
H -1.80095 0.19146 0.31636
H -0.31687 -0.17672 -0.97127
H 1.06725 1.25459 0.25336
H -0.35091 2.18539 0.04625
H 1.00946 -1.05516 0.78519
H -0.18427 -0.99075 1.91802
H -1.33146 -3.58075 -0.55626
H -0.23288 -2.72320 -0.00796
O -0.45765 -3.36712 -0.75535
H 0.92274 2.84702 -1.44116
H 1.02936 1.45027 -1.53879
O 1.39126 2.22156 -2.11090
```

Results of the Löwdin charge analysis, in e, for atoms 1 through 4:
1 C -0.328
2 C -0.895
3 S 0.171
4 N -0.063



Density functional theory data (ωB97M-V/def2-TZVPD) for 3 unconnected molecules or ions with the total composition C2H10NO2S in a non-equilibrium geometry.

Maximum force, eV Å⁻¹: 2.27
ΔE to the lowest compared entry with this formula, charge and spin, eV: 1.0038
E_LUMO, eV: 2.906
Molecular weight, g mol⁻¹: 112.2
Total charge: -1

Structure (XYZ):
```
16
C2H10NO2S | the OMol25 dataset | ωB97M-V/def2-TZVPD
C 1.03125 0.72082 -0.39531
C 1.58737 -0.32205 -1.49038
S 0.84167 -2.02924 -1.29696
N 0.45278 0.15395 0.81999
H 1.96643 1.27686 -0.20961
H 0.46906 1.61995 -0.72707
H 1.46691 0.23115 -2.42744
H 2.66185 -0.37252 -1.28066
H -0.30788 -0.36560 0.37184
H 1.09397 -0.61238 1.02372
H -4.10370 -0.31359 5.38308
H -3.00201 0.68486 5.59386
O -3.33175 -0.13870 5.92083
H 0.14906 -0.43817 -4.36401
H -0.47879 -0.22741 -3.00959
O -0.49621 0.13204 -3.91230
```

Results of the Löwdin charge analysis, in e, for atoms 1 through 4:
1 C -0.406
2 C -0.714
3 S 0.107
4 N -0.078